19
Properties=species:S:1:pos:R:3 method="wB97M-V/def2-TZVPD" total_energy_ha=-1537.40973 de_lowest_ev=2.245
C 1.358 -1.241 1.134
C 0.556 -0.328 0.502
C 0.295 0.280 2.572
C -1.501 -1.123 -0.911
C -0.073 1.066 -3.290
C 0.272 -0.199 -0.950
N -0.087 0.520 1.344
N -0.155 1.011 3.606
S -1.775 -2.561 -0.227
S 1.489 -0.948 2.812
S -0.200 1.429 -1.507
H 2.118 -1.892 0.698
H -2.240 -0.329 -1.153
H 0.960 0.884 -3.583
H -0.578 1.887 -3.856
H -0.457 0.020 -3.558
H 0.718 -0.938 -1.558
H -0.523 1.892 3.447
H -0.174 0.571 4.477